{
  "formula": "C3H8N2",
  "method": "wB97M-V/def2-TZVPD",
  "orbital_gap_ha": [0.095, 0.335],
  "multiplicity": 2,
  "charge": -1,
  "s2": 0.75,
  "symbols": ["C", "C", "H", "H", "H", "H", "N", "C", "N", "H", "H", "H", "H"],
  "xyz": [[3.348, -0.496, -2.185], [3.597, -0.225, -0.914], [4.085, -1.016, -2.790], [2.389, -0.321, -2.657], [4.556, -0.553, -0.537], [2.911, 0.358, -0.316], [-2.742, -0.181, 0.466], [-3.138, 0.600, 1.484], [-3.130, 0.237, 2.712], [-2.296, -1.045, 0.735], [-2.599, 0.147, -0.484], [-3.293, 1.641, 1.195], [-3.689, 0.854, 3.291]],
  "forces_ev_per_angstrom": [[-0.20, -0.42, -0.13], [0.19, 0.13, -0.61], [-0.03, -0.05, 0.06], [0.00, 0.33, 0.00], [0.03, 0.25, 0.40], [-0.03, -0.23, 0.28], [0.16, -0.69, 0.32], [0.78, 0.95, 0.12], [-0.70, -1.00, -0.01], [-0.07, -0.07, -0.25], [0.11, 0.38, 0.12], [-0.70, -0.14, -0.24], [0.46, 0.56, -0.07]],
  "mulliken_spin": [0.538, 0.379, -0.017, -0.367, -0.019, -0.276, 0.462, 2.220, -0.385, -0.096, -0.878, -0.417, -0.145]
}